Computed, not measured: a structure of composition C21H21N2O3PdS, with ωB97M-V/def2-TZVPD.

XYZ file:
```
49
Properties=species:S:1:pos:R:3:forces:R:3
Pd -1.632 0.362 -0.322 0.0 0.1 -0.1
C -2.519 3.511 -1.233 0.0 0.0 0.0
O -1.549 2.461 -1.314 0.0 0.0 0.1
C -0.238 2.794 -1.505 0.0 0.0 0.0
C 0.192 4.101 -1.675 0.0 0.0 0.0
C 1.539 4.353 -1.881 0.0 0.0 0.0
C 2.464 3.316 -1.916 0.0 0.0 0.0
C 2.043 2.017 -1.741 0.0 0.0 0.0
C 0.689 1.731 -1.533 0.0 0.1 0.0
N 0.201 0.432 -1.328 0.1 0.0 -0.1
N 1.090 -0.485 -1.436 -0.2 0.0 -0.1
C 0.837 -1.783 -1.212 0.1 0.0 0.0
C -0.433 -2.385 -0.745 -0.1 0.0 -0.2
O -1.490 -1.746 -0.586 0.1 0.0 0.3
C -0.462 -3.811 -0.499 0.0 0.0 0.0
C 0.612 -4.583 -0.721 0.0 0.0 0.0
C 1.850 -4.047 -1.237 0.0 0.0 0.0
C 2.925 -4.893 -1.499 0.0 0.0 0.0
C 4.104 -4.389 -2.016 0.0 0.0 0.0
C 4.217 -3.025 -2.276 0.0 0.0 0.0
C 3.164 -2.173 -2.016 0.0 0.0 0.0
C 1.959 -2.663 -1.489 0.0 0.0 0.0
H -2.516 4.099 -2.150 0.0 0.0 0.0
H -2.319 4.148 -0.371 0.0 0.0 0.0
H -3.478 3.016 -1.122 0.0 0.0 0.0
H -0.507 4.922 -1.650 0.0 0.0 0.0
H 1.868 5.375 -2.014 0.0 0.0 0.0
H 3.512 3.528 -2.074 0.0 0.0 0.0
H 2.748 1.201 -1.748 0.0 0.0 0.0
H -1.399 -4.207 -0.133 0.0 0.0 0.0
H 0.568 -5.647 -0.525 0.0 0.0 0.0
H 2.824 -5.952 -1.297 0.0 0.0 0.0
H 4.934 -5.052 -2.219 0.0 0.0 0.0
H 5.135 -2.629 -2.687 0.0 0.0 0.0
H 3.263 -1.119 -2.223 0.0 0.0 0.0
O -0.324 1.148 2.318 0.1 0.1 0.1
S -1.745 0.807 2.078 0.0 -0.2 0.0
C -2.736 1.948 3.107 0.0 0.0 -0.1
C -3.256 1.159 4.312 -0.1 0.0 0.0
C -2.333 -0.044 4.504 0.0 0.0 0.0
C -2.160 -0.618 3.106 0.0 0.0 -0.1
H -3.519 2.414 2.512 0.0 0.0 0.0
H -1.991 2.697 3.376 0.0 0.0 0.0
H -4.269 0.806 4.107 0.0 0.0 0.0
H -3.305 1.795 5.194 0.0 0.0 0.0
H -2.757 -0.778 5.187 0.0 0.0 0.0
H -1.363 0.265 4.897 0.0 0.0 0.0
H -3.090 -1.046 2.723 0.0 0.0 0.0
H -1.348 -1.332 2.972 0.0 0.0 0.0
```
Forces are in eV/Å.

Properties
2S+1	3
total charge	+1
HOMO energy (spin up / spin down)	-10.9 / -11.3	eV
relative energy (zero: lowest compared OMol25 entry of this formula, charge and spin)	0.0	kJ/mol
frontier orbital gap (spin up / spin down)	6.99 / 5.66	eV
expectation value of S²	2.08


Computed, not measured: an isolated molecule of C21H21N3O2, with ωB97M-V/def2-TZVPD.

XYZ file:
```
47
Properties=species:S:1:pos:R:3:forces:R:3
C -0.695 -1.294 -2.930 0.0 -0.2 -0.2
O -0.752 -0.283 -1.954 -0.2 0.3 0.3
C -1.844 -0.231 -1.137 -0.1 -0.2 0.0
C -2.872 -1.138 -1.133 0.4 0.0 -0.3
C -3.960 -0.995 -0.246 0.0 0.3 0.3
C -5.025 -1.919 -0.223 -0.2 -0.1 0.1
C -6.072 -1.757 0.641 0.1 -0.2 -0.2
C -6.106 -0.664 1.520 0.0 0.2 0.2
C -5.088 0.249 1.522 -0.2 -0.1 0.1
C -3.995 0.108 0.645 0.0 -0.3 -0.2
C -2.930 1.032 0.612 0.4 0.0 -0.2
C -1.872 0.869 -0.238 -0.3 0.1 -0.1
C -0.789 1.903 -0.303 0.1 0.0 0.1
O -0.988 3.013 -0.761 -0.2 0.2 -0.1
N 0.406 1.531 0.207 0.2 0.1 0.1
C 0.679 0.220 0.763 0.1 -0.4 0.2
C 2.011 0.250 1.506 -0.4 -0.2 0.2
N 3.076 0.618 0.600 -0.2 0.2 0.0
C 4.144 -0.209 0.424 0.3 -0.2 0.1
C 5.116 0.021 -0.567 -0.1 0.1 -0.1
C 6.187 -0.841 -0.652 -0.1 -0.1 0.1
C 6.282 -1.912 0.230 0.1 0.0 -0.1
C 5.273 -2.059 1.163 0.2 -0.1 -0.1
N 4.239 -1.244 1.266 -0.2 0.1 0.0
C 2.779 1.686 -0.333 0.1 0.1 -0.1
C 1.531 2.436 0.115 0.2 0.3 -0.2
H 0.225 -1.117 -3.486 -0.1 -0.1 0.0
H -0.657 -2.290 -2.476 0.0 0.0 0.0
H -1.547 -1.239 -3.614 0.0 0.0 0.0
H -2.880 -1.981 -1.807 0.1 -0.1 -0.1
H -4.999 -2.760 -0.902 0.0 -0.1 -0.1
H -6.884 -2.470 0.651 0.0 -0.1 0.0
H -6.942 -0.551 2.194 0.0 0.0 0.1
H -5.107 1.094 2.195 0.0 0.1 0.1
H -2.953 1.886 1.274 0.0 0.1 0.1
H 0.736 -0.526 -0.039 0.0 0.0 0.1
H -0.128 -0.068 1.445 0.1 0.0 0.0
H 1.961 0.960 2.339 0.0 -0.1 0.0
H 2.252 -0.736 1.905 -0.2 0.2 0.0
H 5.032 0.850 -1.250 0.0 0.1 -0.1
H 6.947 -0.684 -1.405 0.0 0.0 0.0
H 7.108 -2.603 0.189 0.1 -0.1 0.0
H 5.282 -2.873 1.877 0.1 -0.1 0.0
H 3.619 2.388 -0.375 -0.1 0.0 -0.1
H 2.612 1.282 -1.343 0.1 0.1 0.0
H 1.266 3.208 -0.610 0.1 -0.1 0.1
H 1.711 2.921 1.081 0.0 0.0 -0.1
```
Forces are in eV/Å.

Properties
SMILES	COc1cc2ccccc2cc1C(=O)N1CCN(c2ccccn2)CC1
total charge	0
HOMO energy	-8.0	eV
relative energy (zero: lowest compared OMol25 entry of this formula, charge and spin)	96.5	kJ/mol
frontier orbital gap	8.50	eV


Computed, not measured: an isolated molecule of C21H21N3O3S, with ωB97M-V/def2-TZVPD.

XYZ file:
```
49
Properties=species:S:1:pos:R:3:forces:R:3
C -0.009 -4.379 0.635 0.0 0.0 0.0
C -1.032 -3.295 0.503 0.0 0.1 0.0
C -1.034 -2.224 1.392 -0.1 0.0 -0.1
C -1.977 -1.219 1.285 0.0 0.0 0.2
C -2.920 -1.286 0.277 -0.4 0.5 0.0
S -4.101 0.038 0.093 0.1 0.0 -0.1
O -4.265 0.708 1.352 0.3 0.0 0.2
O -5.276 -0.447 -0.566 0.0 -0.1 -0.2
N -3.341 1.111 -1.007 -0.5 -1.0 0.4
C -4.251 2.210 -1.271 -0.5 0.2 -0.1
C -2.022 1.430 -0.631 1.0 0.1 0.1
C -1.685 2.564 0.104 -0.2 -0.2 -0.1
C -0.372 2.787 0.467 0.3 0.0 0.0
C 0.635 1.904 0.090 -0.4 -0.1 0.1
C 2.030 2.183 0.542 0.1 0.1 -0.2
O 2.278 2.750 1.589 -0.1 0.1 0.2
N 2.994 1.802 -0.329 0.2 -0.1 -0.2
C 4.387 1.794 0.034 0.0 0.3 0.1
C 4.994 0.428 -0.158 0.1 -0.1 0.1
C 6.273 0.139 0.312 -0.1 -0.1 -0.1
C 6.787 -1.127 0.101 -0.1 0.1 0.0
C 6.013 -2.062 -0.571 0.0 0.1 0.0
C 4.756 -1.675 -1.002 0.2 -0.4 -0.1
N 4.258 -0.466 -0.805 -0.2 0.3 -0.1
C 0.299 0.774 -0.651 0.1 0.1 0.1
C -1.014 0.544 -1.010 0.0 0.3 -0.1
C -2.950 -2.345 -0.609 -0.1 0.0 -0.1
C -2.004 -3.349 -0.491 0.0 0.1 0.0
H -0.287 -5.054 1.445 0.0 -0.1 0.0
H 0.066 -4.961 -0.280 0.0 -0.1 0.0
H 0.966 -3.960 0.872 0.1 0.0 0.0
H -0.287 -2.176 2.171 0.1 0.0 0.1
H -1.997 -0.383 1.966 0.1 0.1 0.1
H -3.779 2.907 -1.961 0.0 -0.1 0.0
H -5.138 1.776 -1.730 0.0 0.2 -0.1
H -4.553 2.733 -0.358 0.0 0.1 -0.1
H -2.452 3.256 0.412 -0.1 0.1 0.0
H -0.104 3.650 1.058 0.0 0.1 0.1
H 2.760 1.232 -1.127 -0.1 0.0 0.1
H 4.943 2.521 -0.575 0.0 -0.1 0.2
H 4.456 2.107 1.081 0.0 0.0 -0.2
H 6.842 0.895 0.832 0.1 0.1 0.1
H 7.775 -1.384 0.455 0.1 0.0 0.0
H 6.376 -3.061 -0.754 0.0 -0.1 0.0
H 4.108 -2.360 -1.535 0.0 -0.1 0.0
H 1.053 0.052 -0.930 0.1 -0.1 0.0
H -1.274 -0.324 -1.596 0.0 -0.1 0.0
H -3.712 -2.364 -1.371 -0.1 -0.1 -0.1
H -2.018 -4.182 -1.179 0.0 -0.1 -0.1
```
Forces are in eV/Å.

Properties
SMILES	Cc1ccc(S(=O)(=O)N(C)c2ccc(C(=O)NCc3ccccn3)cc2)cc1
total charge	0
HOMO energy	-8.8	eV
relative energy (zero: lowest compared OMol25 entry of this formula, charge and spin)	213.2	kJ/mol
frontier orbital gap	9.29	eV